1.
C18H34N9Pd as an isolated structure at a distorted geometry, computed with the ωB97M-V functional and the def2-TZVPD basis.

Calculated values
* frontier orbital gap: 7.618 eV

```
! wB97M-V def2-TZVPD RIJCOSX def2/J DEFGRID3
* xyz 1 1
Pd 0.117 -0.082 -0.159
C -0.689 4.721 -0.306
N -0.852 4.141 1.019
C -1.778 4.869 1.887
C -0.779 2.768 1.105
N -0.780 1.968 0.111
N -0.645 2.309 2.406
C -0.585 1.010 2.875
N -0.550 0.943 4.241
N -0.532 -0.009 2.102
H -0.473 5.780 -0.192
H -1.579 4.614 -0.937
H 0.161 4.257 -0.804
H -1.632 5.935 1.730
H -1.598 4.669 2.941
H -2.821 4.625 1.661
H -0.968 2.406 -0.780
H -0.512 3.024 3.098
H -0.811 1.732 4.806
H -0.639 0.042 4.674
H -0.545 -0.882 2.612
N 3.343 0.199 -0.707
N 2.409 0.696 0.245
H 4.204 0.733 -0.702
H 2.922 0.251 -1.624
H 2.373 1.710 0.261
H 2.698 0.374 1.158
C 3.294 -3.858 -1.968
C 2.171 -3.949 -0.938
C 2.734 -4.370 0.417
C 1.102 -4.942 -1.406
N 1.651 -2.571 -0.837
N 0.680 -2.329 0.177
H 3.770 -4.828 -2.110
H 4.037 -3.136 -1.630
H 2.898 -3.521 -2.930
H 3.309 -5.289 0.311
H 1.940 -4.566 1.141
H 3.397 -3.593 0.803
H 1.515 -5.950 -1.458
H 0.735 -4.668 -2.396
H 0.253 -4.972 -0.717
H 1.243 -2.300 -1.722
H 1.141 -2.460 1.067
H -0.101 -2.985 0.127
C -1.211 -2.916 -4.734
C -1.615 -2.859 -3.385
C -1.170 -1.848 -2.581
C -0.307 -0.838 -3.081
C 0.193 0.207 -2.252
C 0.883 1.242 -2.815
C 1.159 1.263 -4.203
C 0.784 0.218 -4.995
C 0.033 -0.857 -4.462
C -0.417 -1.936 -5.259
H -1.551 -3.733 -5.357
H -2.284 -3.617 -2.998
H -1.486 -1.772 -1.546
H 1.250 2.066 -2.208
H 1.686 2.110 -4.622
H 1.038 0.211 -6.048
H -0.132 -1.963 -6.304
*
```

natural (NBO) population analysis, charges in e, atoms 1 to 5: 0.818 -0.420 -0.434 -0.407 0.629

***

2.
C18H35BeN5O7 as an isolated structure at a distorted geometry, computed with the ωB97M-V functional and the def2-TZVPD basis.

Calculated values
* frontier orbital gap: 1.473 eV

```
! wB97M-V def2-TZVPD RIJCOSX def2/J DEFGRID3
* xyz 0 1
Be 0.196 -0.025 -0.718
C -1.241 3.325 6.211
C -1.898 2.405 5.269
C -2.974 3.183 4.516
O -0.948 1.743 4.456
H -1.957 3.863 6.832
H -0.822 4.122 5.597
H -0.440 2.966 6.857
H -2.475 1.603 5.729
H -2.652 4.039 3.924
H -3.793 3.582 5.114
H -3.492 2.520 3.823
C 0.683 -1.275 -8.346
C 0.782 -1.203 -6.801
O 1.423 -0.326 -6.207
O -0.012 -1.908 -6.158
H 1.449 -2.034 -8.506
H 0.989 -0.341 -8.816
H -0.236 -1.725 -8.721
O 3.916 4.229 0.225
C 4.843 4.749 0.827
N 5.024 4.368 2.122
C 5.786 5.769 0.219
H 5.737 4.864 2.637
H 4.338 3.749 2.529
H 6.204 5.388 -0.713
H 6.427 6.112 1.031
H 5.148 6.579 -0.134
O -1.705 4.840 -2.241
C -1.805 5.822 -2.925
N -2.963 6.137 -3.534
C -0.633 6.830 -3.014
H -3.721 5.469 -3.507
H -2.769 6.705 -4.346
H -0.876 7.585 -3.761
H 0.129 6.243 -3.529
H -0.395 7.249 -2.037
O -5.387 -2.047 -1.419
C -5.989 -2.992 -1.884
N -5.354 -4.039 -2.389
C -7.438 -3.122 -1.852
H -5.765 -4.932 -2.621
H -4.438 -3.859 -2.775
H -7.682 -3.879 -2.599
H -7.831 -2.155 -2.164
H -7.655 -3.396 -0.820
O 5.065 -1.634 1.551
C 5.713 -1.664 2.521
N 5.118 -1.385 3.698
C 7.207 -2.046 2.413
H 5.721 -1.654 4.462
H 4.206 -1.000 3.898
H 7.833 -1.343 1.863
H 7.223 -3.054 1.998
H 7.623 -2.155 3.414
N -0.596 -5.843 0.635
C -0.332 -6.889 -0.248
C -0.770 -8.175 -0.105
C -1.704 -8.403 0.903
C -2.060 -7.339 1.825
C -1.403 -6.119 1.655
H 0.466 -6.689 -0.949
H -0.377 -9.035 -0.625
H -2.200 -9.362 0.896
H -2.842 -7.689 2.482
H -1.621 -5.306 2.331
*
```

natural (NBO) population analysis, charges in e, atoms 1 to 5: 0.365 -0.632 0.021 -0.625 -0.348

***

3.
C18H35InN7O3Si as an isolated structure, computed with the ωB97M-V functional and the def2-TZVPD basis.

Calculated values
* frontier orbital gap: 9.322 eV

```
! wB97M-V def2-TZVPD RIJCOSX def2/J DEFGRID3
* xyz 1 1
In -0.460 1.049 0.804
N 1.167 2.221 -0.352
C 1.328 1.692 -1.720
C 1.830 2.777 -2.709
C 3.060 2.422 -3.557
C 2.750 1.663 -4.842
N 2.100 0.389 -4.578
C 2.667 -0.789 -4.454
N 3.931 -1.033 -4.822
N 1.944 -1.776 -3.905
C -0.043 1.070 -2.121
O -0.131 0.456 -3.190
O -0.999 1.220 -1.306
H 0.586 3.061 -0.405
H 2.041 2.526 0.067
H 2.053 0.872 -1.675
H 2.097 3.647 -2.104
H 1.013 3.108 -3.355
H 3.781 1.863 -2.953
H 3.560 3.348 -3.850
H 3.642 1.531 -5.456
H 2.054 2.243 -5.452
H 1.153 0.467 -4.134
H 4.470 -0.339 -5.306
H 4.312 -1.961 -4.767
H 0.979 -1.590 -3.668
H 2.226 -2.736 -4.004
O -0.725 2.976 1.528
N -1.250 2.955 2.763
C -1.278 4.103 3.343
C -1.817 4.158 4.669
N -2.248 4.202 5.730
C -0.768 5.286 2.710
N -0.339 6.209 2.182
C 0.938 -2.111 1.631
Si -0.792 -1.374 1.681
C -1.370 -1.138 3.475
C -0.276 -0.387 4.246
C -1.559 -2.507 4.152
C -2.678 -0.352 3.581
C -1.901 -2.243 0.407
C -2.096 -3.708 0.833
C -3.269 -1.577 0.253
C -1.202 -2.240 -0.960
H 0.912 -3.175 1.870
H 1.596 -1.628 2.351
H 1.385 -2.009 0.645
H 0.639 -0.971 4.335
H -0.629 -0.179 5.259
H -0.031 0.581 3.799
H -0.676 -3.142 4.068
H -2.413 -3.051 3.751
H -1.748 -2.355 5.217
H -2.606 0.639 3.125
H -2.921 -0.197 4.635
H -3.514 -0.883 3.128
H -2.613 -3.807 1.786
H -1.150 -4.246 0.900
H -2.705 -4.217 0.081
H -3.883 -1.690 1.145
H -3.809 -2.042 -0.576
H -3.190 -0.511 0.026
H -0.198 -2.663 -0.909
H -1.147 -1.243 -1.394
H -1.776 -2.862 -1.652
*
```

natural (NBO) population analysis, charges in e, atoms 1 to 5: 1.492 -0.878 -0.173 -0.424 -0.407

***

4.
C18H35LaN6O3 as an isolated structure at a distorted geometry, computed with the ωB97M-V functional and the def2-TZVPD basis.

Calculated values
* frontier orbital gap: 7.528 eV

```
! wB97M-V def2-TZVPD RIJCOSX def2/J DEFGRID3
* xyz 0 1
La 7.220 7.663 8.724
C 10.226 8.166 6.322
C 9.067 7.588 5.506
N 7.970 6.706 6.150
C 8.033 5.226 6.219
C 8.865 4.981 7.465
N 8.548 5.545 8.837
C 9.801 5.469 9.698
C 10.341 6.865 10.249
C 9.243 7.475 11.204
N 8.847 8.645 10.442
C 9.986 9.554 10.352
C 10.449 9.908 8.968
N 9.402 9.896 7.803
C 10.151 9.659 6.546
H 11.251 7.966 5.907
H 10.099 7.735 7.344
H 9.244 7.067 4.616
H 8.379 8.430 5.466
H 6.941 7.010 5.478
H 8.599 4.685 5.421
H 7.054 4.863 6.214
H 9.919 5.259 7.236
H 9.052 3.920 7.554
H 5.359 7.970 11.332
H 10.711 5.113 9.151
H 9.584 4.760 10.427
H 10.502 7.504 9.356
H 11.258 6.794 10.813
H 9.679 7.802 12.173
H 8.476 6.723 11.258
H 8.094 9.124 10.800
H 10.790 9.135 10.942
H 9.782 10.390 10.996
H 11.085 9.096 8.577
H 11.012 10.807 8.946
H 8.666 10.788 7.929
H 11.146 10.082 6.702
H 9.729 10.184 5.650
N 5.774 8.326 3.762
C 6.457 9.373 4.541
C 5.897 9.550 5.925
O 6.504 9.455 7.059
O 4.736 10.049 5.900
H 4.724 8.209 3.950
H 6.185 7.305 3.614
H 6.434 10.360 4.022
H 7.542 9.146 4.480
C 4.975 14.176 12.967
C 5.590 13.168 12.085
C 6.334 13.653 10.961
C 6.978 12.748 10.126
N 6.850 11.401 10.237
C 6.040 10.965 11.285
C 5.462 11.795 12.269
H 4.143 14.621 12.465
H 5.754 14.945 13.142
H 4.679 13.771 13.919
H 6.460 14.702 10.724
H 7.614 13.024 9.302
H 5.976 9.884 11.377
H 4.807 11.470 13.061
O 5.807 7.876 10.441
*
```

natural (NBO) population analysis, charges in e, atoms 1 to 5: 2.314 -0.435 -0.246 -0.724 -0.237